{"formula": "C62H139N8O16V", "method": "ωB97M-V/def2-TZVPD", "charge": 0, "max_force_ev_per_a": 3.9, "homo_energy_ev": -8.24, "elements": ["O", "V", "O", "C", "C", "O", "O", "H", "H", "H", "C", "O", "C", "C", "N", "C", "C", "O", "C", "H", "H", "H", "H", "H", "H", "H", "H", "H", "H", "H", "H", "H", "H", "H", "C", "O", "C", "C", "N", "C", "C", "O", "C", "H", "H", "H", "H", "H", "H", "H", "H", "H", "H", "H", "H", "H", "H", "H", "C", "O", "C", "C", "N", "C", "C", "O", "C", "H", "H", "H", "H", "H", "H", "H", "H", "H", "H", "H", "H", "H", "H", "H", "C", "O", "C", "C", "N", "C", "C", "O", "C", "H", "H", "H", "H", "H", "H", "H", "H", "H", "H", "H", "H", "H", "H", "H", "C", "C", "C", "C", "C", "C", "N", "O", "C", "C", "C", "H", "H", "H", "H", "H", "H", "H", "H", "H", "H", "H", "H", "H", "H", "H", "H", "H", "H", "H", "C", "C", "C", "C", "C", "C", "N", "O", "C", "C", "C", "H", "H", "H", "H", "H", "H", "H", "H", "H", "H", "H", "H", "H", "H", "H", "H", "H", "H", "H", "C", "C", "C", "C", "C", "C", "N", "O", "C", "C", "C", "H", "H", "H", "H", "H", "H", "H", "H", "H", "H", "H", "H", "H", "H", "H", "H", "H", "H", "H", "C", "C", "C", "C", "C", "C", "N", "O", "C", "C", "C", "H", "H", "H", "H", "H", "H", "H", "H", "H", "H", "H", "H", "H", "H", "H", "H", "H", "H", "H"], "xyz": [[16.17, -20.32, 10.74], [17.23, -19.63, 9.79], [16.44, -18.58, 8.92], [21.00, -21.23, 11.01], [19.77, -21.30, 10.14], [19.41, -22.34, 9.63], [19.13, -20.17, 10.18], [20.82, -21.21, 12.09], [21.60, -20.36, 10.97], [21.58, -22.15, 10.90], [18.41, -18.76, 12.37], [17.86, -18.25, 11.19], [18.07, -16.89, 10.88], [19.57, -16.57, 10.71], [20.07, -17.15, 9.44], [21.51, -16.98, 9.37], [22.00, -17.68, 8.15], [23.38, -17.50, 7.94], [24.17, -18.46, 8.55], [18.04, -18.27, 13.25], [19.50, -18.67, 12.40], [18.09, -19.80, 12.43], [17.57, -16.25, 11.64], [17.47, -16.73, 9.98], [20.14, -16.87, 11.59], [19.65, -15.48, 10.62], [20.00, -18.18, 9.60], [21.98, -17.46, 10.27], [21.69, -15.93, 9.43], [21.50, -17.40, 7.26], [21.88, -18.79, 8.26], [25.19, -18.12, 8.57], [24.23, -19.38, 7.97], [23.86, -18.68, 9.56], [17.87, -19.55, 4.23], [17.53, -19.46, 5.54], [18.56, -19.62, 6.51], [18.56, -20.93, 7.19], [17.39, -21.00, 8.12], [16.00, -20.98, 7.44], [15.75, -22.11, 6.37], [16.43, -23.28, 6.74], [16.03, -24.32, 5.87], [18.55, -18.72, 3.95], [16.92, -19.22, 3.68], [18.25, -20.52, 3.97], [18.55, -18.75, 7.11], [19.54, -19.51, 5.93], [19.45, -21.10, 7.79], [18.55, -21.78, 6.47], [17.53, -21.94, 8.50], [15.93, -19.97, 7.00], [15.26, -21.17, 8.24], [16.08, -21.69, 5.41], [14.67, -22.26, 6.30], [16.69, -25.17, 6.17], [16.21, -24.07, 4.82], [15.03, -24.54, 6.11], [17.09, -28.29, 4.19], [17.12, -27.99, 5.59], [17.52, -29.15, 6.37], [17.48, -28.75, 7.82], [16.17, -28.66, 8.36], [15.99, -28.34, 9.71], [16.67, -27.01, 10.14], [16.12, -25.99, 9.29], [16.28, -24.66, 9.70], [16.44, -29.12, 4.04], [18.17, -28.45, 3.75], [16.63, -27.39, 3.74], [18.57, -29.50, 6.07], [16.84, -29.99, 6.24], [18.11, -27.87, 7.92], [18.05, -29.52, 8.34], [15.61, -28.03, 7.80], [16.42, -29.11, 10.36], [14.93, -28.24, 9.91], [17.73, -27.03, 9.99], [16.52, -26.73, 11.18], [15.74, -24.02, 8.98], [17.40, -24.31, 9.72], [15.84, -24.48, 10.72], [13.70, -20.42, 16.57], [14.17, -20.86, 17.81], [15.15, -20.05, 18.54], [15.58, -21.05, 19.65], [16.13, -22.22, 18.99], [16.46, -23.19, 20.01], [16.95, -24.48, 19.45], [17.66, -25.19, 20.44], [18.34, -26.33, 19.92], [13.04, -19.50, 16.59], [13.07, -21.25, 16.05], [14.53, -20.05, 15.95], [14.47, -19.23, 18.94], [15.91, -19.66, 17.87], [14.63, -21.30, 20.19], [16.25, -20.58, 20.39], [15.34, -22.52, 18.38], [15.61, -23.33, 20.74], [17.30, -22.76, 20.52], [17.52, -24.23, 18.57], [16.12, -25.15, 19.04], [17.72, -27.13, 19.75], [19.14, -26.63, 20.65], [18.81, -26.04, 18.92], [20.11, -13.59, 7.52], [18.59, -13.26, 7.54], [18.18, -12.27, 6.43], [18.13, -12.95, 5.07], [17.16, -14.13, 5.10], [17.56, -15.16, 6.25], [17.68, -14.41, 7.51], [18.13, -15.27, 8.49], [16.30, -16.06, 6.39], [18.84, -15.96, 5.81], [18.35, -12.52, 8.87], [20.43, -13.82, 6.54], [20.20, -14.39, 8.26], [20.66, -12.66, 7.86], [17.13, -12.05, 6.77], [18.79, -11.32, 6.47], [19.06, -13.27, 4.56], [17.56, -12.30, 4.29], [17.24, -14.65, 4.08], [16.17, -13.70, 5.30], [15.49, -15.33, 6.34], [16.19, -16.68, 5.49], [16.36, -16.69, 7.30], [19.13, -16.72, 6.55], [18.40, -16.49, 4.95], [19.74, -15.39, 5.57], [17.32, -12.35, 8.98], [18.84, -11.57, 8.70], [18.61, -13.21, 9.68], [18.90, -15.77, 8.23], [20.10, -24.15, 5.44], [20.50, -24.96, 6.72], [20.97, -26.38, 6.22], [21.87, -27.16, 7.22], [23.10, -26.24, 7.54], [22.63, -24.93, 8.17], [21.76, -24.25, 7.18], [21.35, -22.99, 7.77], [22.05, -25.16, 9.59], [23.90, -24.10, 8.26], [19.35, -25.01, 7.77], [19.66, -23.10, 5.56], [19.34, -24.67, 4.81], [20.95, -24.13, 4.78], [20.03, -26.91, 6.09], [21.42, -26.36, 5.22], [22.18, -28.21, 6.86], [21.25, -27.24, 8.09], [23.64, -26.03, 6.60], [23.74, -26.77, 8.30], [21.60, -24.30, 10.09], [21.38, -26.03, 9.57], [22.91, -25.56, 10.11], [24.69, -24.65, 8.77], [24.33, -23.73, 7.28], [23.70, -23.22, 8.80], [18.95, -24.00, 8.00], [19.66, -25.45, 8.73], [18.56, -25.75, 7.49], [20.86, -23.24, 8.59], [21.64, -25.52, 14.84], [20.16, -25.02, 14.58], [19.25, -25.40, 15.80], [17.86, -24.91, 15.51], [17.98, -23.41, 15.43], [18.86, -22.81, 14.31], [20.10, -23.56, 14.44], [20.96, -23.16, 13.38], [18.08, -23.02, 12.96], [19.15, -21.32, 14.54], [19.72, -25.90, 13.40], [22.20, -25.45, 13.92], [21.59, -26.45, 15.37], [22.18, -24.82, 15.49], [19.22, -26.49, 16.05], [19.73, -24.93, 16.66], [17.10, -25.13, 16.25], [17.42, -25.29, 14.59], [18.40, -23.02, 16.41], [16.92, -22.95, 15.37], [17.55, -23.96, 12.84], [17.31, -22.30, 12.77], [18.74, -22.88, 12.12], [18.40, -20.62, 14.29], [19.28, -21.18, 15.66], [20.06, -21.00, 14.01], [19.45, -26.88, 13.81], [20.41, -25.87, 12.59], [18.77, -25.69, 12.94], [20.57, -23.42, 12.53], [11.33, -18.29, 11.66], [12.84, -18.87, 11.70], [12.91, -19.68, 13.11], [11.92, -20.93, 13.06], [12.37, -21.76, 11.93], [12.39, -21.07, 10.55], [13.14, -19.81, 10.65], [12.96, -19.10, 9.32], [13.05, -21.94, 9.53], [10.88, -20.96, 10.14], [13.85, -17.70, 11.59], [10.66, -18.79, 12.31], [10.97, -18.21, 10.64], [11.41, -17.26, 12.02], [13.93, -20.07, 13.31], [12.73, -18.94, 13.90], [10.89, -20.67, 12.94], [11.92, -21.55, 13.96], [11.79, -22.68, 11.85], [13.43, -22.08, 12.03], [12.46, -22.83, 9.30], [13.09, -21.40, 8.56], [14.04, -22.25, 9.84], [10.21, -20.41, 10.78], [10.88, -20.51, 9.11], [10.46, -22.04, 10.16], [14.01, -17.22, 12.55], [13.35, -16.99, 10.84], [14.77, -18.09, 11.15], [13.88, -18.87, 9.16]]}